Record 1
{"formula": "C5H10O", "method": "ωB97M-V/def2-TZVPD", "homo_ev": -9.5713, "smiles": "CC1C=C1.[H][H].C=O", "fmax_ev_per_a": 0.6, "energy_ev": -7390.167, "relative_energy_kcal_mol": 106.05, "homo_lumo_gap_ev": 10.4, "species": ["H", "H", "H", "H", "H", "O", "C", "H", "C", "C", "C", "H", "H", "H", "H", "C"], "positions_angstrom": [[2.48220, -0.01506, 0.35212], [-0.87156, -1.06715, 0.46359], [0.83638, 0.45665, -2.17745], [0.57504, 0.81256, 2.45848], [0.77504, 0.10840, 2.31757], [1.59428, -1.69428, 1.05610], [-1.27255, 0.58399, -0.89025], [-2.51264, -0.40569, 0.58528], [-1.70278, -0.64811, -0.11336], [2.10458, -1.04069, 0.18099], [0.12072, 0.75549, -1.42514], [0.09810, 2.24700, 0.31742], [2.22386, -1.43367, -0.84772], [-2.09035, 1.03818, -1.46131], [-2.07300, -1.42819, -0.78976], [-0.18093, 1.49448, -0.40526]], "forces_ev_per_angstrom": [[-0.05, -0.10, 0.05], [-0.14, 0.08, -0.10], [-0.11, 0.06, 0.12], [0.02, -0.05, 0.03], [-0.03, 0.10, 0.06], [0.30, 0.25, -0.46], [-0.28, -0.06, -0.02], [0.11, -0.03, -0.10], [0.04, -0.03, 0.02], [-0.14, -0.23, 0.29], [0.02, 0.16, 0.14], [-0.02, -0.13, -0.14], [-0.02, -0.01, 0.12], [0.14, -0.05, 0.08], [0.05, 0.11, 0.09], [0.12, -0.07, -0.17]]}

=====

Record 2
{"formula": "C5H10O2", "method": "ωB97M-V/def2-TZVPD", "homo_ev": 0.3786, "smiles": "[O-]CCCCC[O-]", "fmax_ev_per_a": 1.6, "energy_ev": -9438.323, "relative_energy_kcal_mol": 6.90, "charge": -2, "homo_lumo_gap_ev": 6.8, "species": ["C", "C", "C", "H", "H", "H", "H", "C", "O", "C", "H", "H", "H", "H", "H", "H", "O"], "positions_angstrom": [[-0.47450, -1.95239, -1.59560], [-0.15836, 0.29938, -0.27987], [0.57913, 2.01848, 1.54155], [-0.82303, -1.30415, -2.46497], [-0.49981, 1.92429, 1.87462], [0.64022, -1.89950, -1.66264], [-0.89883, 1.10110, -0.45312], [-0.85454, -1.08337, -0.36378], [1.45855, 2.34111, 2.49269], [0.83978, 0.67206, 0.81993], [1.84364, 0.68729, 0.38072], [0.46998, 2.76730, 0.70053], [-1.93680, -0.99378, -0.23523], [-0.54371, -1.65716, 0.52203], [0.33736, 0.39796, -1.25157], [0.98427, -0.11784, 1.56578], [-0.96337, -3.20077, -1.59108]], "forces_ev_per_angstrom": [[-0.63, 0.36, 0.00], [-0.53, 0.25, -1.49], [-0.33, -0.31, -0.28], [0.11, -0.15, -0.12], [0.01, 0.01, 0.22], [0.21, 0.10, 0.06], [-0.12, -0.04, 0.79], [0.72, -0.03, 1.38], [0.11, 0.21, 0.19], [0.48, -0.46, -0.11], [0.10, 0.41, -0.10], [0.16, 0.11, -0.04], [-0.13, -0.04, -0.40], [0.01, -0.10, -0.07], [0.51, -0.16, -0.12], [-0.59, -0.03, 0.21], [-0.09, -0.13, -0.12]]}

=====

Record 3
{"formula": "C5H10O2", "method": "ωB97M-V/def2-TZVPD", "homo_ev": -9.7769, "smiles": "C[C@@H]1[C@H](O)C[C@@H]1O", "fmax_ev_per_a": 0.3, "energy_ev": -9441.208, "relative_energy_kcal_mol": 42.31, "homo_lumo_gap_ev": 10.6, "species": ["H", "H", "O", "H", "C", "C", "C", "C", "H", "H", "H", "H", "H", "C", "H", "H", "O"], "positions_angstrom": [[-2.32093, 0.73941, 0.38817], [1.40943, 1.02362, -0.69474], [0.43707, 0.92061, 2.02605], [-0.84843, 1.53150, -0.25697], [0.43465, -0.73903, 0.13412], [1.65462, 0.00394, -0.38484], [-0.32460, 0.03699, 1.23862], [-1.26092, 0.60545, 0.15996], [-0.86375, -0.66027, 1.89321], [2.08320, -0.50616, -1.25353], [0.69238, -1.77399, 0.38554], [-0.45428, -0.96147, -2.60055], [2.41579, 0.07152, 0.39759], [-0.83733, -0.55593, -0.74151], [-1.51434, -1.41559, -0.62920], [0.03127, 1.79310, 1.97691], [-0.70690, -0.18206, -2.09000]], "forces_ev_per_angstrom": [[0.14, -0.02, -0.02], [0.01, -0.12, 0.04], [-0.06, 0.26, 0.04], [-0.06, -0.09, 0.07], [0.15, -0.09, 0.00], [0.06, 0.05, -0.04], [-0.16, -0.24, -0.01], [-0.10, 0.13, 0.02], [0.07, 0.10, -0.06], [-0.05, 0.05, 0.12], [-0.03, 0.14, -0.05], [-0.04, 0.16, 0.03], [-0.09, -0.04, -0.12], [-0.14, -0.08, 0.23], [0.10, 0.14, -0.06], [0.10, -0.11, 0.05], [0.11, -0.23, -0.23]]}

=====

Record 4
{"formula": "C5H10O2", "method": "ωB97M-V/def2-TZVPD", "homo_ev": -9.7793, "smiles": "C[C@@]1(CCO)CO1", "fmax_ev_per_a": 0.5, "energy_ev": -9440.504, "relative_energy_kcal_mol": 58.54, "homo_lumo_gap_ev": 10.7, "species": ["H", "H", "H", "C", "C", "O", "H", "H", "H", "C", "H", "H", "H", "H", "O", "C", "C"], "positions_angstrom": [[2.25785, 0.97195, -1.03250], [1.21376, -1.37472, 0.44734], [-2.17261, 1.24933, -0.36666], [0.89204, -0.55986, -0.21930], [-0.58604, -0.30104, 0.05522], [1.33297, 1.86008, 0.48815], [0.66464, 1.58593, 1.14159], [-2.52582, -1.15637, 0.30894], [-1.20688, -2.26537, 0.76458], [1.86183, 0.67161, -0.05682], [0.96150, -0.97234, -1.23734], [-1.53904, -1.92008, -0.95242], [-0.41805, 1.67578, -0.78902], [2.71528, 0.36912, 0.56582], [-0.80176, 0.66919, 1.08654], [-1.11554, 1.02273, -0.27184], [-1.51449, -1.48827, 0.05511]], "forces_ev_per_angstrom": [[-0.02, -0.26, 0.05], [-0.08, 0.26, -0.07], [0.02, -0.36, -0.39], [-0.07, 0.04, 0.05], [-0.02, -0.11, -0.18], [0.18, 0.04, 0.32], [0.21, 0.22, -0.09], [0.16, -0.09, -0.01], [0.01, 0.16, -0.12], [0.28, -0.22, -0.21], [0.09, 0.18, 0.20], [0.00, -0.01, 0.18], [-0.29, 0.27, 0.38], [-0.07, -0.21, -0.23], [-0.19, -0.06, 0.32], [-0.22, 0.14, -0.23], [0.00, 0.00, 0.00]]}